(1)
DFT (ωB97M-V/def2-TZVPD) results for a gas-phase ion, C3HOS (charge -1) at a distorted geometry.

The geometry in XYZ format:
```
6
Properties=species:S:1:pos:R:3:forces:R:3:mulliken_charge:R:1
C -1.5416 0.2543 -0.0254 -1.359 0.111 0.377 0.0333
C -0.4108 -0.0765 -0.1190 1.626 -0.358 -0.528 -0.2199
C 0.9902 -0.2292 -0.1562 4.246 -6.082 1.631 -0.1448
O 1.4978 -1.6936 -0.0035 -2.693 7.341 -1.073 -0.6693
S 1.9298 1.1861 -0.0235 -0.604 -1.302 -0.419 -0.4061
H -2.4655 0.5589 0.3277 -1.217 0.290 0.013 0.4068
```
Positions in Å, forces in eV/Å.

Output
- structure (SMILES) = C#CC([O-])=S
- gap between HOMO and LUMO (eV) = 7.639
- E_tot (a.u.) = -588.26188
- charge = -1
- highest occupied orbital energy (Eh) = -0.1390


(2)
DFT (ωB97M-V/def2-TZVPD) results for a molecular structure, C3I3N at a distorted geometry.

The geometry in XYZ format:
```
7
Properties=species:S:1:pos:R:3:forces:R:3:mulliken_spin:R:1
C -0.4774 -1.5058 0.1567 0.532 -0.876 1.288 -0.0667
C -0.9990 -0.2521 0.0786 2.413 2.591 -1.387 0.6491
C 0.7898 0.7902 -0.0614 -2.772 -0.116 -0.158 0.8199
N 0.2367 -2.3233 0.5992 -0.714 -0.276 -0.692 0.3158
I -2.4362 0.5040 -1.1726 0.281 -0.366 0.478 0.1134
I 0.5396 2.8699 -0.5018 0.262 -1.458 0.483 0.0592
I 2.3465 -0.0829 0.9013 -0.002 0.501 -0.011 0.1093
```
Positions in Å, forces in eV/Å.

Output
- gap between HOMO and LUMO (alpha / beta) (eV) = 7.045 / 7.259
- E_tot (a.u.) = -1061.92923
- expectation value of S² = 2.03
- multiplicity = 3
- highest occupied orbital energy (alpha / beta) (Eh) = -0.2989 / -0.3540


(3)
DFT (ωB97M-V/def2-TZVPD) results for a molecular structure, C3KO4 at a distorted geometry.

The geometry in XYZ format:
```
8
Properties=species:S:1:pos:R:3:forces:R:3:mulliken_charge:R:1
C -1.6382 -1.3033 -0.5452 -0.473 0.299 1.011 1.1408
C -0.7915 -0.3848 -0.3108 0.222 -0.127 -0.196 -1.2953
O -2.4338 -2.2161 -0.3985 0.277 -0.202 -0.574 -0.6940
O -0.6861 0.9343 -0.7097 -0.311 -0.139 -0.251 -0.2902
O 1.3662 1.0849 0.2489 0.435 -0.185 0.347 -0.7963
C 0.4556 1.6570 -0.3941 -0.132 1.222 -0.715 0.7820
O 0.4322 2.8227 -0.8198 -0.018 -0.553 0.273 -0.7262
K 1.3541 -1.1264 1.0746 -0.002 -0.315 0.104 0.8791
```
Positions in Å, forces in eV/Å.

Output
- gap between HOMO and LUMO (eV) = 4.235
- E_tot (a.u.) = -1015.23418
- charge = -1
- highest occupied orbital energy (Eh) = -0.0922


(4)
DFT (ωB97M-V/def2-TZVPD) results for a molecular structure, C3LiO2 at a distorted geometry.

The geometry in XYZ format:
```
6
Properties=species:S:1:pos:R:3:forces:R:3:mulliken_charge:R:1
O -0.0563 1.1188 -0.0062 -1.791 1.276 -1.634 -0.5245
C 1.9923 -0.1220 0.2996 0.082 -1.373 0.062 -0.5321
C 1.1424 -1.0522 0.0635 0.428 1.228 0.786 -0.3943
O -0.2312 -0.9878 -0.2206 0.089 -2.053 -1.926 0.0757
C -0.6584 0.2340 -0.6705 0.191 0.817 3.153 -0.3845
Li -2.1888 0.8091 0.5342 1.002 0.105 -0.441 0.7597
```
Positions in Å, forces in eV/Å.

Output
- gap between HOMO and LUMO (eV) = 3.875
- E_tot (a.u.) = -272.14051
- charge = -1
- highest occupied orbital energy (Eh) = -0.0843